No. 1
ORCA calculation (ωB97M-V/def2-TZVPD) on the molecule C5H5NO2.

Geometry as XYZ:
```
13
Properties=species:S:1:pos:R:3:forces:R:3
O 0.216 -1.904 -1.090 1.2 1.3 0.9
O 0.983 1.234 0.233 -2.0 1.9 2.4
N -0.982 -0.052 -0.672 2.5 4.0 1.2
C 0.435 0.175 -0.308 -1.9 -2.3 -0.9
C -0.956 1.093 1.845 1.7 -2.4 -1.4
C 0.179 1.640 1.377 -1.1 -1.6 -1.5
C -0.934 -1.205 -1.092 -2.2 -4.3 -5.3
C 1.101 -0.949 -0.541 1.1 -1.9 0.7
H -1.292 1.416 2.790 -0.6 0.7 0.7
H 0.506 2.561 1.687 1.1 1.9 0.9
H -1.643 -1.599 -1.968 1.0 0.5 2.8
H 2.090 -1.261 -0.106 -1.3 0.2 -1.1
H -1.331 0.083 1.463 0.4 1.9 0.7
```
Positions in Å, forces in eV/Å.

* HOMO energy: -9.094 eV
* molecular weight: 111.10 g/mol
* 2S+1: 1
* orbital gap: 10.09 eV
* E_tot: -398.6506 hartree
* LUMO energy: 0.03670 Eh

No. 2
ORCA calculation (ωB97M-V/def2-TZVPD) on the molecule C5H5NO3.

Geometry as XYZ:
```
14
Properties=species:S:1:pos:R:3:forces:R:3
O -1.007 0.741 -0.699 0.0 -0.4 0.1
O 1.636 -1.586 -2.056 0.0 -0.9 -0.4
O 1.336 -0.033 1.673 -0.4 0.4 -1.2
N 0.458 -1.653 -0.031 -0.4 1.4 1.7
C 0.214 0.482 -1.377 0.2 -2.3 -1.7
C -0.786 0.560 0.622 0.5 1.4 -0.4
C 0.887 -1.265 -1.198 -0.1 4.3 -0.7
C 0.532 -0.100 0.810 -0.2 -4.0 2.3
C -1.490 1.098 1.616 0.4 -0.4 -0.2
H -2.366 1.691 1.408 -0.1 -0.1 -0.1
H 0.842 -2.522 0.338 0.1 0.2 0.3
H -1.166 0.965 2.636 0.0 -0.1 0.0
H -0.026 0.319 -2.426 -0.1 0.4 0.0
H 0.935 1.302 -1.318 0.0 -0.2 0.4
```
Positions in Å, forces in eV/Å.

* HOMO energy: -9.285 eV
* molecular weight: 127.10 g/mol
* 2S+1: 1
* orbital gap: 8.94 eV
* E_tot: -473.8912 hartree
* LUMO energy: -0.01286 Eh

No. 3
ORCA calculation (ωB97M-V/def2-TZVPD) on a cluster of 2 separate species, C5H5NO3 in total.

Geometry as XYZ:
```
14
Properties=species:S:1:pos:R:3:forces:R:3
O -1.448 -1.392 1.232 0.8 0.3 -0.2
O 0.096 0.958 2.522 0.6 0.4 -0.7
O -1.129 2.147 -0.455 -0.6 -0.7 0.6
N -1.094 -1.227 -0.999 0.3 0.1 -0.3
C 0.136 1.012 1.329 -1.3 -1.1 1.5
C 1.586 0.367 -0.685 -0.6 -0.2 1.1
C -1.022 1.344 0.397 1.4 0.1 -1.5
C 0.975 0.005 0.482 1.5 1.1 -0.8
C -0.950 -0.858 0.284 -2.0 0.3 0.2
H 1.120 1.074 -1.361 0.1 0.2 0.0
H -1.774 -1.933 -1.232 0.1 0.0 0.1
H 1.465 -0.710 1.136 0.0 0.0 0.0
H 2.579 0.017 -0.926 -0.1 -0.4 -0.2
H -0.540 -0.804 -1.724 -0.1 0.0 0.1
```
Positions in Å, forces in eV/Å.

* HOMO energy (alpha / beta): -8.175 / -8.173 eV
* molecular weight: 127.10 g/mol
* 2S+1: 1
* orbital gap (alpha / beta): 7.09 / 7.09 eV
* E_tot: -473.8509 hartree
* LUMO energy (alpha / beta): -0.03975 / -0.03963 Eh

No. 4
ORCA calculation (ωB97M-V/def2-TZVPD) on the molecule C5H5NO3.

Geometry as XYZ:
```
14
Properties=species:S:1:pos:R:3:forces:R:3
O 2.160 -1.480 -0.596 -0.1 -0.4 -1.4
O 1.406 0.269 0.700 0.4 -0.7 -0.9
O -2.783 -1.157 -0.025 1.9 0.8 -0.2
N -0.434 -1.020 -0.346 1.0 1.4 0.1
C 0.224 0.285 -0.024 -2.8 -0.9 1.1
C -1.200 0.767 0.560 1.7 -2.1 -2.2
C 2.264 -0.746 0.316 -0.3 0.9 2.4
C -0.512 1.465 -0.541 -0.4 -2.6 -0.7
C -1.687 -0.615 -0.002 -1.9 -0.3 1.3
H 2.971 -0.864 1.144 0.4 0.3 -0.2
H -1.374 1.156 1.487 -0.5 0.8 2.2
H -1.025 1.395 -1.440 -0.5 -0.3 -2.0
H -0.049 2.350 -0.474 1.5 3.3 1.0
H 0.039 -1.804 -0.759 -0.5 -0.1 -0.5
```
Positions in Å, forces in eV/Å.

* HOMO energy: -9.216 eV
* molecular weight: 127.10 g/mol
* 2S+1: 1
* orbital gap: 9.96 eV
* E_tot: -473.9147 hartree
* LUMO energy: 0.02735 Eh

It is found that the relative energy (zero: lowest compared OMol25 entry of this formula, charge and spin) values, taken in the order of the records, are 3.480 2.654 3.749 2.013 eV.
It is found that the maximum force values, taken in the order of the records, are 7.2 4.6 2.3 3.8 eV Å⁻¹.